Record 1
Formula: C3H6N2O
Source: the OMol25 dataset
Level of theory: the ωB97M-V functional and the def2-TZVPD basis

```
12
Properties=species:S:1:pos:R:3
C 1.2982 -1.3843 0.1293
C 1.5001 -0.0482 0.0348
N 0.3287 0.4547 -0.5182
C -0.4470 -0.6231 -0.8333
N 0.0926 -1.7373 -0.4266
H 1.9614 -2.1057 0.5669
H 2.2917 0.5985 0.3847
H 0.3320 1.3354 -1.0065
H -1.2783 -0.5581 -1.5224
O -2.2569 1.2023 0.8153
H -2.4946 1.8905 1.4436
H -1.3277 0.9753 0.9323
```

Structure (SMILES): c1c[nH]cn1.O
Electronic energy in eV: -8235.69986
LUMO level in eV: 0.73
Kohn-Sham gap in eV: 9.85
Relative energy (zero: lowest compared OMol25 entry of this formula, charge and spin) in kcal/mol: 23.0

Atomic partial charges in e from the natural (NBO) method, atoms 1 to 2: number 1, C, carries -0.09; number 2, C, carries -0.12

=====

Record 2
Formula: C30H65Br2NO20P5
Source: the OMol25 dataset
Level of theory: the ωB97M-V functional and the def2-TZVPD basis

```
123
Properties=species:S:1:pos:R:3
C -6.9940 6.1871 7.7877
C -5.8109 6.4499 8.8298
C -6.0985 7.5351 9.9306
C -5.0947 7.9012 11.0478
C -3.7362 7.1135 11.0410
C -3.4386 6.0740 9.9370
C -4.4299 5.6985 8.7996
C -4.1583 4.6405 7.6402
C -3.3806 3.3185 8.1001
C -1.7653 3.3555 8.1884
C -1.3300 1.8274 7.8070
C 0.1541 1.5776 7.2663
Br 1.5040 2.5263 8.3954
C 0.5984 0.0427 7.1956
C 0.5287 -0.7530 8.5874
Br -0.3392 -0.9892 5.7421
C -2.4427 1.6522 6.6348
N -3.4960 2.4456 6.8562
H -7.8652 6.9207 7.9866
H -7.4561 5.1389 7.9527
H -6.7003 6.3481 6.6928
H -7.0910 8.0934 9.9167
H -5.2969 8.6933 11.8532
H -2.9508 7.3035 11.8592
H -2.4311 5.5400 9.9406
H -5.1684 4.3252 7.1787
H -3.5795 5.1945 6.8132
H -3.7067 2.7581 9.0384
H -1.3300 3.5929 9.2329
H -1.2483 4.1684 7.5485
H -1.5424 1.3025 8.8087
H 0.2156 2.0628 6.2232
H 1.7094 0.0405 6.8786
H 1.5873 -1.0275 8.9582
H -0.0157 -1.7635 8.4768
H 0.0125 -0.1607 9.4211
H -2.3953 0.9760 5.7129
H -4.2510 2.4260 6.1561
C 0.1260 -0.6110 -0.4594
O -0.3689 -1.9239 -0.7227
P -0.5559 -2.8848 0.6924
O -0.5446 -4.1733 -0.1099
O -2.1041 -2.3493 0.8752
C -2.9845 -2.3664 -0.2386
O -0.6695 -3.7346 2.1798
C -0.8710 -2.9435 3.3462
H 0.1914 -0.0655 -1.4023
H -0.5496 -0.0777 0.2168
H 1.1218 -0.6725 -0.0131
H -2.6996 -3.1144 -0.9809
H -2.9997 -1.3762 -0.7054
H -3.9919 -2.5930 0.1197
H -1.8901 -2.5492 3.3716
H -0.1515 -2.1219 3.3724
H -0.7237 -3.5756 4.2244
C 0.6611 -2.2376 -3.3197
O 1.2512 -1.2563 -4.1747
P 2.9134 -1.5390 -4.5203
O 3.1363 -0.0896 -4.9216
O 2.4966 -2.4353 -5.8347
C 1.5439 -1.9241 -6.7577
O 4.5647 -1.9331 -4.7784
C 4.9064 -3.3139 -4.6714
H -0.3915 -1.9915 -3.1775
H 0.7384 -3.2313 -3.7705
H 1.1623 -2.2322 -2.3515
H 1.4994 -0.8334 -6.7477
H 0.5558 -2.3314 -6.5221
H 1.8215 -2.2548 -7.7618
H 4.5239 -3.8701 -5.5293
H 4.5059 -3.7338 -3.7454
H 5.9941 -3.4018 -4.6607
C 5.3060 -5.0841 1.6572
O 4.6952 -3.9698 1.0055
P 3.5715 -3.1134 1.9880
O 2.8957 -2.4923 0.7757
O 4.7713 -2.1291 2.5367
C 5.6623 -1.5269 1.6078
O 2.4627 -2.3666 3.0633
C 2.7252 -2.5046 4.4597
H 6.0157 -5.5455 0.9697
H 5.8393 -4.7555 2.5544
H 4.5448 -5.8189 1.9289
H 5.2193 -1.4235 0.6155
H 6.5754 -2.1261 1.5392
H 5.9297 -0.5344 1.9785
H 3.5799 -1.8917 4.7544
H 2.9105 -3.5510 4.7138
H 1.8441 -2.1556 4.9963
C 6.3466 3.1427 -10.6510
O 5.8267 1.8630 -11.0076
P 5.5261 0.8307 -9.6606
O 5.5432 -0.4117 -10.5353
O 3.9910 1.4160 -9.5348
C 3.1768 1.4956 -10.6935
O 5.2965 -0.0924 -8.2330
C 5.0569 0.6465 -7.0325
H 6.4808 3.7317 -11.5593
H 5.6519 3.6645 -9.9857
H 7.3140 3.0264 -10.1560
H 3.4761 0.7791 -11.4610
H 3.2245 2.5100 -11.1026
H 2.1429 1.2899 -10.4048
H 4.0568 1.0813 -7.0442
H 5.8063 1.4344 -6.9169
H 5.1244 -0.0360 -6.1860
C -4.4821 -4.5879 -7.8282
O -3.6992 -3.8301 -6.9061
P -3.2743 -2.2603 -7.4736
O -2.1251 -2.1513 -6.4866
O -4.6510 -1.6413 -6.8138
C -4.9887 -1.9621 -5.4736
O -2.9179 -0.7289 -8.1614
C -3.8502 -0.2365 -9.1228
H -4.7222 -5.5506 -7.3752
H -5.4121 -4.0608 -8.0619
H -3.9142 -4.7582 -8.7460
H -4.1133 -2.2269 -4.8773
H -5.7001 -2.7941 -5.4670
H -5.4724 -1.0928 -5.0210
H -4.7756 0.0745 -8.6340
H -4.0631 -1.0021 -9.8726
H -3.4122 0.6324 -9.6164
```

Electronic energy in eV: -261110.72579
LUMO level in eV: -4.74
Kohn-Sham gap in eV: 5.20
Relative energy (zero: lowest compared OMol25 entry of this formula, charge and spin) in kcal/mol: 389.1
Charge: +1

Atomic partial charges in e from the Mulliken method, atoms 1 to 2: number 1, C, carries -1.18; number 2, C, carries 0.67

=====

Record 3
Formula: C10H23B3IO9P
Source: the OMol25 dataset
Level of theory: the ωB97M-V functional and the def2-TZVPD basis

```
47
Properties=species:S:1:pos:R:3
C -0.9930 -1.5306 -0.6646
C -1.8244 -2.3538 -1.6745
C -2.1650 -1.6077 -2.9648
C -1.1733 -1.8594 -4.1147
B 0.2566 -1.3109 -3.8059
O 1.1585 -2.1393 -3.1235
B 2.2326 -1.3530 -2.8015
I 4.2381 -1.9030 -3.3076
O 1.9436 -0.1337 -2.2196
B 1.4366 0.6385 -3.2679
C 1.8113 2.1775 -3.3232
O 0.7591 3.1539 -3.1674
C -0.5039 2.6706 -3.0184
C -1.0298 2.4257 -1.6229
O -1.2301 2.4991 -3.9524
O 0.6864 -0.0388 -4.2015
H -0.1247 -2.1241 -0.3721
H -0.5979 -0.6064 -1.0836
H -1.5414 -1.3671 0.2574
H -1.3808 -3.3318 -1.8519
H -2.7778 -2.5599 -1.1846
H -2.3184 -0.5383 -2.8107
H -3.1345 -1.9820 -3.3018
H -1.5246 -1.3848 -5.0326
H -1.0894 -2.9334 -4.2861
H 2.3387 2.3768 -4.2598
H 2.5428 2.3690 -2.5376
H -1.4640 1.4305 -1.5810
H -1.8461 3.1281 -1.4699
H -0.2734 2.5418 -0.8519
C 1.6766 0.6842 2.4092
O 1.4996 -0.2885 3.4451
P -0.0313 -0.5305 3.9545
O -0.8028 -0.8698 2.7515
O -0.2260 1.0390 4.4256
C 0.7350 1.6646 5.2828
O -0.9906 -1.0899 5.1540
C -0.6601 -0.8564 6.5362
H 2.1639 0.1910 1.5703
H 0.7361 1.1164 2.0788
H 2.3248 1.4757 2.7872
H 1.0656 2.5927 4.8172
H 1.6066 1.0336 5.4585
H 0.2665 1.8996 6.2383
H -1.0592 0.1082 6.8479
H 0.4140 -0.8857 6.7122
H -1.1301 -1.6378 7.1277
```

Electronic energy in eV: -48596.62750
LUMO level in eV: -0.43
Kohn-Sham gap in eV: 9.57

Atomic partial charges in e from the natural (NBO) method, atoms 1 to 2: number 1, C, carries -0.62; number 2, C, carries -0.41

=====

Record 4
Formula: C28H45KN6OSSb2
Source: the OMol25 dataset
Level of theory: the ωB97M-V functional and the def2-TZVPD basis

```
84
Properties=species:S:1:pos:R:3
K -0.8937 -0.4480 -0.2114
C 0.1120 -2.0271 -2.9774
N -0.0532 -2.4248 -1.5863
C 1.2269 -2.8860 -1.0675
N 1.7078 -4.0182 -1.8469
C 1.8608 -3.6094 -3.2362
N 0.5850 -3.1533 -3.7703
C -0.3831 -4.2376 -3.6825
N -0.5518 -4.6509 -2.2963
C -1.0169 -3.5143 -1.5137
C 0.7319 -5.0965 -1.7725
H 0.8093 -1.1817 -3.0556
H -0.8338 -1.6418 -3.3823
H 1.1364 -3.1595 -0.0073
H 1.9630 -2.0705 -1.0791
H 2.2564 -4.4378 -3.8397
H 2.6189 -2.8191 -3.3234
H -0.0656 -5.0879 -4.3015
H -1.3461 -3.9293 -4.1119
H -1.1856 -3.8097 -0.4690
H -2.0020 -3.1807 -1.8676
H 1.0882 -5.9767 -2.3250
H 0.6241 -5.4470 -0.7369
C 1.5977 -2.9450 1.1430
O 0.5812 -2.0543 0.7210
H 1.2603 -3.9753 1.0058
H 1.8287 -2.7630 2.1954
H 2.4929 -2.7737 0.5407
H -0.2137 -2.2356 1.2867
C -4.2977 3.2911 -2.0510
Sb -2.9020 1.7393 -1.4811
C -3.8645 0.2220 -2.6861
C -1.4632 2.2635 -3.0093
H -4.4388 3.2811 -3.1513
H -3.8988 4.2783 -1.7396
H -5.2724 3.1113 -1.5529
H -4.0745 0.6249 -3.6981
H -4.8174 -0.0802 -2.2046
H -3.1970 -0.6594 -2.7709
H -1.9813 2.4043 -3.9794
H -0.7148 1.4498 -3.1051
H -0.9507 3.2053 -2.7243
S -0.4364 -0.4257 2.5714
Sb 0.6394 1.3044 2.6185
C 0.3669 2.0867 4.5942
C 0.9941 3.2896 4.9377
C 0.8338 3.8238 6.2200
C 0.0455 3.1558 7.1621
C -0.5824 1.9536 6.8216
C -0.4226 1.4185 5.5391
C 2.6831 0.6798 2.3919
C 3.2088 -0.2186 3.3291
C 4.5343 -0.6511 3.2244
C 5.3405 -0.1863 2.1816
C 4.8204 0.7110 1.2444
C 3.4943 1.1437 1.3490
C -0.3493 2.5975 1.2155
C 0.3160 3.1541 0.1161
C -0.3692 3.9934 -0.7686
C -1.7210 4.2799 -0.5576
C -2.3883 3.7271 0.5389
C -1.7036 2.8880 1.4234
H 1.6050 3.8095 4.2110
H 1.3199 4.7543 6.4831
H -0.0786 3.5693 8.1546
H -1.1926 1.4368 7.5510
H -0.9123 0.4887 5.2859
H 2.5893 -0.5810 4.1393
H 4.9361 -1.3453 3.9511
H 6.3668 -0.5204 2.1001
H 5.4448 1.0716 0.4372
H 3.1109 1.8354 0.6198
H 1.3563 2.9454 -0.0607
H 0.1479 4.4221 -1.6174
H -2.2503 4.9298 -1.2424
H -3.4348 3.9487 0.7038
H -2.2251 2.4635 2.2715
N -1.2373 -0.1064 -4.0458
N -1.2958 -0.4676 -2.6584
H -2.0423 -0.4403 -4.5832
H -0.4054 -0.4941 -4.5016
H -1.5601 -1.4692 -2.5056
H -1.9703 0.1361 -2.1348
H -1.6422 1.3125 1.0130
```

Electronic energy in eV: -80969.84446
LUMO level in eV: 0.03
Kohn-Sham gap in eV: 4.40
Relative energy (zero: lowest compared OMol25 entry of this formula, charge and spin) in kcal/mol: 211.7

Atomic partial charges in e from the Mulliken method, atoms 1 to 2: number 1, K, carries 0.62; number 2, C, carries -0.81

=====

Record 5
Formula: C24H29BN9O2RuS3
Source: the OMol25 dataset
Level of theory: the ωB97M-V functional and the def2-TZVPD basis

```
69
Properties=species:S:1:pos:R:3
Ru -0.3294 -0.8212 0.4656
C 3.4612 4.4251 0.6632
C 2.3454 3.5992 1.2800
N 2.7001 2.1942 1.2996
C 1.8487 1.1565 1.1452
S 0.1989 1.4666 0.7278
N 2.4153 -0.0322 1.3238
N 1.5597 -1.0649 1.1437
C 1.9337 -2.2727 1.3972
C 3.2830 -2.6193 1.9296
C 0.9225 -3.3167 1.1615
C 1.1451 -4.6464 1.4901
C 0.1341 -5.5721 1.2915
C -1.0775 -5.1466 0.7776
C -1.2317 -3.8052 0.4664
N -0.2557 -2.9205 0.6338
H 3.2025 5.4839 0.6771
H 3.6330 4.1235 -0.3709
H 4.3958 4.3038 1.2153
H 1.4293 3.7023 0.7015
H 2.1283 3.9493 2.2945
H 3.5940 1.9373 1.6908
H 3.9117 -1.7354 1.9342
H 3.7517 -3.3967 1.3236
H 3.1979 -2.9913 2.9535
H 2.0925 -4.9459 1.9130
H 0.2899 -6.6111 1.5501
H -1.9004 -5.8306 0.6267
H -2.1582 -3.3984 0.0819
O -0.6134 -0.3072 4.5281
C -1.0713 -0.2031 3.4033
O -0.7894 -1.0095 2.4303
C -2.0605 0.9035 3.1029
C -2.0890 2.0307 3.9152
C -2.9624 3.0526 3.5885
C -3.7775 2.9066 2.4752
C -3.6842 1.7354 1.7384
N -2.8457 0.7515 2.0424
H -1.4282 2.0789 4.7687
H -3.0062 3.9529 4.1887
H -4.4698 3.6839 2.1802
H -4.2954 1.5766 0.8558
C 3.4037 0.4628 -1.9430
N 2.1894 1.1886 -2.2764
C 2.1246 2.4971 -2.6958
C 0.8123 2.7777 -2.8707
N 0.0810 1.6602 -2.5500
B -1.4999 1.6933 -2.4821
N -2.0490 0.3263 -2.9694
C -2.1400 -0.0309 -4.2951
C -2.6161 -1.2917 -4.3648
N -2.8292 -1.6978 -3.0631
C -3.2915 -3.0115 -2.6634
C -2.4674 -0.7044 -2.2197
S -2.6241 -0.7973 -0.5065
C 0.9337 0.6987 -2.1883
S 0.6091 -0.9333 -1.6940
H 4.2435 1.1436 -2.0605
H 3.5301 -0.3901 -2.6067
H 3.3551 0.1136 -0.9125
H 3.0071 3.0931 -2.8431
H 0.3279 3.6831 -3.1881
H -1.8421 2.5445 -3.2690
H -1.8556 1.9053 -1.3584
H -1.8635 0.6541 -5.0763
H -2.8418 -1.9243 -5.2040
H -3.7155 -3.5059 -3.5343
H -4.0494 -2.9182 -1.8898
H -2.4609 -3.6042 -2.2805
```

Electronic energy in eV: -78633.24612
LUMO level (alpha / beta) in eV: -0.22 / -0.75
Kohn-Sham gap (alpha / beta) in eV: 7.23 / 6.62
Relative energy (zero: lowest compared OMol25 entry of this formula, charge and spin) in kcal/mol: 0.0
Spin multiplicity: 2

Atomic partial charges in e from the natural (NBO) method, atoms 1 to 2: number 1, Ru, carries 0.60; number 2, C, carries -0.61

=====

Record 6
Formula: C13H19ClN2O2PbS
Source: the OMol25 dataset
Level of theory: the ωB97M-V functional and the def2-TZVPD basis

```
39
Properties=species:S:1:pos:R:3
Cl -0.0822 3.4529 -2.9798
C -3.5998 0.6425 -0.8430
C -3.1973 -0.7067 -0.8695
C -2.5271 -0.9640 -2.0909
H -3.4938 -1.4672 -0.1617
C -2.5296 0.2848 -2.8256
C -3.1924 1.2764 -2.0277
H -3.4635 2.2802 -2.3926
H -4.2753 1.0708 -0.1206
H -2.1967 -1.9351 -2.5005
C -1.8992 0.5131 -4.1555
Pb -0.4503 0.6712 -1.1520
C -1.2437 0.5272 1.7008
C -0.1774 3.4265 -0.8480
O -1.1779 0.5707 2.8678
O 0.2974 4.3153 -0.2705
H -1.0588 -0.1955 -4.2946
H -1.5144 1.5504 -4.1905
H -2.5875 0.3804 -5.0129
C 0.4487 -2.8193 0.8018
N 1.2360 -1.8049 1.4991
C 1.2450 -1.8169 2.9636
C 1.8193 -0.7979 0.8091
S 1.8638 -0.8225 -0.9396
N 2.3820 0.2461 1.5535
C 3.6323 -0.1020 2.2879
C 2.3620 1.6121 1.0593
H 0.1670 -3.5904 1.5237
H 1.0671 -3.2824 0.0295
H -0.4718 -2.4032 0.3603
H 2.2816 -1.9556 3.3270
H 0.8148 -0.8809 3.3762
H 0.6544 -2.6855 3.3004
H 4.4889 0.3720 1.7678
H 3.5425 0.2756 3.3298
H 3.7800 -1.2029 2.2635
H 2.4661 1.6657 -0.0342
H 1.4220 2.0994 1.3580
H 3.1678 2.1998 1.5307
```

Electronic energy in eV: -49449.47755
LUMO level (alpha / beta) in eV: -10.28 / -9.60
Kohn-Sham gap (alpha / beta) in eV: 5.23 / 5.93
Relative energy (zero: lowest compared OMol25 entry of this formula, charge and spin) in kcal/mol: 10.6
Charge: +2

Atomic partial charges in e from the natural (NBO) method, atoms 1 to 2: number 1, Cl, carries -0.05; number 2, C, carries -0.19

=====

Record 7
Formula: C11H42Cl2N2O16P2
Source: the OMol25 dataset
Level of theory: the ωB97M-V functional and the def2-TZVPD basis

```
75
Properties=species:S:1:pos:R:3
C 5.3769 -0.3129 0.6449
C 4.3921 -1.3433 1.2360
P 3.6070 -2.4096 -0.0527
C 4.7531 -2.4709 -1.4764
C 2.1714 -1.4039 -0.5492
C 1.9896 -0.9498 -1.8985
N 0.9897 -0.2292 -2.3135
C 0.0689 0.0572 -1.3326
C -1.0793 0.8052 -1.6751
C -2.0315 1.0997 -0.7400
Cl -3.4420 1.9897 -1.2355
C -1.8948 0.6716 0.6002
P -3.1730 1.0800 1.8620
O -4.1538 -0.2215 1.7860
Cl -2.1078 0.6778 3.6343
C -0.7796 -0.0665 0.9254
C 0.2180 -0.3873 -0.0123
N 1.2905 -1.1419 0.3839
H 5.4455 0.5784 1.2690
H 6.3812 -0.7371 0.6318
H 5.0956 -0.0191 -0.3640
H 3.5603 -0.7976 1.6866
H 4.8420 -1.9526 2.0120
H 5.7328 -2.7010 -1.0526
H 4.4844 -3.2990 -2.1279
H 4.8593 -1.5411 -2.0364
H 2.7472 -1.2095 -2.6299
H -1.2038 1.1569 -2.6932
H -3.7678 -0.9483 1.2712
H -0.6861 -0.4337 1.9386
O -2.4083 -2.8980 0.8677
H -1.8768 -3.4267 1.4717
H -1.8255 -2.1812 0.5948
O 0.7533 3.2781 -0.3679
H 0.5385 2.4329 -0.7789
H -0.0836 3.7582 -0.3512
O 3.3159 3.1492 -1.8240
H 2.5120 3.1138 -1.2851
H 3.0032 3.3876 -2.7013
O 1.4940 -0.1045 3.3197
H 1.6047 -0.6236 2.5113
H 0.7218 0.4437 3.1467
O 7.0920 -1.5076 3.0886
H 7.0937 -2.3134 3.6155
H 6.9944 -0.7996 3.7337
O -5.1556 3.8298 1.2989
H -4.8873 3.2384 0.5902
H -5.9372 4.2928 0.9536
O -0.6473 -0.6699 -5.0574
H -1.3137 -1.3417 -4.8685
H -0.4332 -0.3096 -4.1880
O -1.1708 4.4814 1.7075
H -1.0586 4.0366 2.5536
H -0.8605 5.3786 1.8650
O -0.6004 -3.6229 -4.7140
H -0.2268 -3.8131 -5.5805
H 0.0453 -3.0282 -4.3108
O -0.4777 -3.6743 -1.7432
H -0.7169 -3.7564 -2.6758
H -1.1822 -4.1226 -1.2651
O -7.8596 3.0112 2.2719
H -7.1542 2.3841 2.0806
H -7.4119 3.6971 2.7782
O -2.0722 2.0540 -5.6521
H -1.3929 1.3996 -5.8545
H -2.2905 2.4588 -6.4962
O -2.6543 -0.9423 6.5906
H -1.9418 -1.5291 6.8610
H -2.3334 -0.5259 5.7826
O -7.5918 5.1165 0.2251
H -7.6758 5.1032 -0.7332
H -8.3069 4.5566 0.5544
O 3.9154 -5.4858 1.4055
H 3.7056 -6.4228 1.3452
H 3.0713 -5.0439 1.5419
```

Electronic energy in eV: -91453.22905
LUMO level in eV: -1.30
Kohn-Sham gap in eV: 7.14

Atomic partial charges in e from the Mulliken method, atoms 1 to 2: number 1, C, carries -1.35; number 2, C, carries 0.12

=====

Record 8
Formula: C4H7ClN3
Source: the OMol25 dataset
Level of theory: the ωB97M-V functional and the def2-TZVPD basis

```
15
Properties=species:S:1:pos:R:3
C -1.7233 -1.5546 -0.2565
C -1.4158 -0.2391 -0.3057
C 2.0517 1.9625 -0.6466
C -0.7132 -2.1550 0.6391
N 1.0603 2.1114 0.1151
N -0.3069 -0.0416 0.4923
N 0.1218 -1.0889 1.0318
Cl 3.1251 3.1813 -1.1291
H -2.5075 -2.0896 -0.7521
H -1.8732 0.5753 -0.8307
H -1.1280 -2.6524 1.5243
H -0.0984 -2.9352 0.1707
H 0.8762 3.0512 0.4574
H 2.2818 0.9656 -1.0149
H 0.2494 0.9091 0.5049
```

Electronic energy in eV: -21245.68013
LUMO level in eV: -5.09
Kohn-Sham gap in eV: 10.07
Relative energy (zero: lowest compared OMol25 entry of this formula, charge and spin) in kcal/mol: 27.5
Charge: +1

Atomic partial charges in e from the natural (NBO) method, atoms 1 to 2: number 1, C, carries -0.10; number 2, C, carries -0.09

=====

- Which formula does entry 5 have?
  C24H29BN9O2RuS3

=====

- What is the electronic energy in the fourth record?
  -80969.84446 eV